Record 1
{"formula": "C7H15N", "method": "ωB97M-V with the def2-TZVPD basis set", "elements": ["H", "N", "C", "C", "C", "C", "C", "C", "C", "H", "H", "H", "H", "H", "H", "H", "H", "H", "H", "H", "H", "H", "H"], "xyz": [[-2.044617, -1.152839, -2.681414], [-1.478870, -1.069287, -1.830841], [-0.822487, -0.002977, -1.715726], [-0.822692, 1.098936, -2.748361], [0.383047, 0.077086, -0.438851], [1.559396, -0.773896, -0.865699], [-0.381734, -0.374206, 0.726487], [0.634083, -0.011840, 2.066859], [-0.208559, 0.265408, 3.298679], [-0.863225, 2.061209, -2.233226], [0.109625, 1.070613, -3.318859], [-1.659525, 1.022468, -3.447586], [0.668041, 1.129183, -0.356137], [2.427641, -0.581107, -0.239934], [1.770873, -0.575773, -1.918449], [1.319643, -1.834297, -0.806758], [-1.311425, 0.173602, 0.850359], [-0.546428, -1.448183, 0.747568], [1.239920, -0.909120, 2.201452], [1.317381, 0.820962, 1.890961], [-0.818627, 1.157528, 3.151131], [-0.883544, -0.569803, 3.486362], [0.412082, 0.426334, 4.181985]], "forces_ev_per_angstrom": [[0.0401, 0.4727, 0.2680], [0.0757, -0.5857, 0.5119], [2.3979, -0.0220, 0.3859], [0.1182, 0.2145, 0.4821], [-2.9672, 0.0827, -3.7610], [-0.2979, -0.0763, -0.2230], [2.5191, 0.9320, 3.8189], [-1.9201, -1.1113, -1.3887], [0.0828, -0.0615, -0.0445], [-0.0087, 0.0939, -0.1796], [0.0128, 0.0236, 0.0738], [0.0501, -0.0726, 0.1401], [-0.0924, -0.0451, -0.0497], [0.1716, 0.0411, -0.0862], [0.3973, 0.0884, 0.1179], [-0.1120, -0.0598, 0.1117], [-0.0869, -0.0334, 0.0608], [-0.1894, 0.0398, -0.1375], [0.1007, 0.0616, 0.1242], [-0.1836, 0.0268, -0.4279], [-0.0285, 0.0281, 0.0213], [-0.0224, -0.0005, 0.1259], [-0.0571, -0.0373, 0.0557]], "mulliken_charge": [0.2530, -0.6401, 0.4907, -1.2717, 0.5048, -1.5085, -0.9577, -0.3756, -1.3373, 0.3004, 0.2667, 0.4316, 0.3775, 0.3940, 0.3841, 0.3230, 0.3549, 0.2728, 0.3119, 0.3938, 0.3364, 0.3164, 0.3789], "smiles": "[H]/N=C(\\C)[C@H](C)CCC", "gap_ha": 0.36733, "multiplicity": 1, "homo_energy_ev": -8.9, "de_lowest_kcal_mol": 28.7, "total_charge": 0, "e_tot_ev": -8991.247}



Record 2
{"formula": "C7H15N", "method": "ωB97M-V with the def2-TZVPD basis set", "elements": ["C", "C", "C", "C", "C", "C", "C", "N", "H", "H", "H", "H", "H", "H", "H", "H", "H", "H", "H", "H", "H", "H", "H"], "xyz": [[-2.253139, -0.513301, -0.058293], [-1.221453, -0.001675, 0.585015], [-1.266401, 1.288669, 1.359290], [-0.304151, 2.366355, 0.856881], [0.121053, -0.711552, 0.509125], [0.741522, -0.709955, -0.894960], [2.278431, -0.584101, -0.808881], [0.324478, -1.913406, -1.604971], [-3.216906, -0.014775, -0.077303], [-2.179630, -1.460838, -0.575948], [-2.301585, 1.631648, 1.315032], [-1.119178, 1.033135, 2.414622], [0.543755, 1.949350, 0.320860], [-0.846176, 3.086948, 0.243205], [0.144806, 2.921551, 1.685538], [0.026805, -1.746145, 0.862862], [0.843717, -0.307478, 1.221877], [0.360239, 0.150355, -1.448176], [2.729943, -0.623248, -1.796557], [2.545456, 0.345982, -0.307745], [2.651593, -1.428224, -0.229202], [0.809651, -2.009221, -2.490761], [0.587167, -2.750077, -1.081515]], "forces_ev_per_angstrom": [[-0.6638, -0.1075, -0.0771], [0.8642, -0.1238, -0.0093], [-0.6249, -0.4788, 0.0347], [0.0355, 0.2359, 0.5893], [0.0643, -0.1254, 0.3655], [0.7775, -0.1042, 0.0543], [-0.7085, -0.1270, 0.1810], [-0.0925, -0.5194, -0.1420], [0.0369, 0.0238, 0.0328], [0.0474, 0.0389, -0.0684], [0.0281, 0.2454, 0.0019], [0.3424, 0.1390, -0.0382], [-0.0532, -0.0606, -0.3013], [0.2490, -0.1124, -0.2037], [-0.1885, 0.0375, -0.0044], [-0.1826, -0.0163, -0.2703], [-0.1092, 0.4311, -0.0471], [-0.0974, -0.0053, -0.0277], [0.0711, 0.0907, -0.1134], [0.1932, 0.0266, -0.0331], [0.1945, -0.0038, 0.0968], [-0.0850, 0.2164, -0.0692], [-0.0983, 0.2992, 0.0488]], "mulliken_charge": [-1.1873, 0.6615, -0.5837, -0.9577, -1.2940, 0.5135, -1.5750, -0.6056, 0.3188, 0.3154, 0.3928, 0.2998, 0.2258, 0.2851, 0.2896, 0.5521, 0.4347, 0.2918, 0.4097, 0.3558, 0.3419, 0.2576, 0.2575], "smiles": "C=C(CC)C[C@@H](C)N", "gap_ha": 0.37279, "multiplicity": 1, "homo_energy_ev": -9.1, "de_lowest_kcal_mol": 15.8, "total_charge": 0, "e_tot_ev": -8991.806}



Record 3
{"formula": "C7H15N", "method": "ωB97M-V with the def2-TZVPD basis set", "elements": ["C", "C", "C", "C", "C", "N", "C", "C", "H", "H", "H", "H", "H", "H", "H", "H", "H", "H", "H", "H", "H", "H", "H"], "xyz": [[0.049640, -0.302504, 1.650133], [-0.256538, -1.761102, 1.333514], [0.355465, -2.027668, -0.048033], [-0.447546, -2.247361, -1.077165], [-0.970707, 0.717124, 1.031318], [-0.299867, 1.808100, 0.387092], [-0.209411, 1.698607, -1.081430], [1.264565, 1.691102, -1.547730], [1.065938, -0.178118, 1.262769], [0.071571, -0.011838, 2.698976], [0.160936, -2.496331, 2.029109], [-1.342735, -1.897808, 1.239619], [1.419911, -1.928973, 0.063254], [-0.162696, -2.628188, -2.060076], [-1.509225, -2.454468, -0.950606], [-1.646372, 1.071492, 1.829351], [-1.739977, 0.220735, 0.438601], [0.632523, 2.006211, 0.758258], [-0.737270, 0.829459, -1.475379], [-0.687931, 2.559633, -1.553347], [1.820972, 2.323464, -0.829181], [1.798172, 0.739941, -1.640732], [1.370581, 2.268496, -2.458311]], "forces_ev_per_angstrom": [[0.5114, 0.5370, 0.7712], [-0.7569, -0.0308, -1.3374], [-1.4644, 0.3776, 1.4485], [0.2071, -1.5829, -0.8879], [-1.3363, -0.3797, 1.1324], [0.4230, -2.6069, -1.9449], [0.6265, 0.2092, -0.7823], [0.4381, 1.1851, 0.8594], [-0.0571, 0.6281, 0.0355], [0.2005, -0.5097, 0.1827], [-0.0945, 0.4941, 0.2660], [0.2393, -0.2388, 0.4002], [0.5286, -0.2733, -1.0835], [0.5727, 0.6783, 0.1277], [0.0198, 0.5506, 0.4585], [0.7303, 0.3562, 0.2825], [0.6067, 0.1970, -0.9459], [-0.3955, 0.7360, 0.5612], [-0.2182, -0.0278, 0.5967], [-0.1153, 0.2874, 0.2868], [0.0969, -0.3339, -0.2048], [-0.6124, -0.0062, 0.1480], [-0.1501, -0.2465, -0.3704]], "mulliken_spin": [0.0648, 0.0112, -0.0027, 0.0026, 0.0076, 0.7732, -0.0080, 0.0327, 0.0000, 0.0053, 0.0085, 0.0001, -0.0004, -0.0002, 0.0000, 0.0500, 0.0044, -0.0206, 0.0150, 0.0537, 0.0022, 0.0026, -0.0022], "gap_ha": [0.40228, 0.21299], "multiplicity": 2, "homo_energy_ev": [-13.6, -13.6], "de_lowest_kcal_mol": 63.6, "s2": 0.754, "total_charge": 1, "e_tot_ev": -8982.441}



Record 4
{"formula": "C7H15N", "method": "ωB97M-V with the def2-TZVPD basis set", "elements": ["C", "C", "C", "N", "C", "C", "C", "C", "H", "H", "H", "H", "H", "H", "H", "H", "H", "H", "H", "H", "H", "H", "H"], "xyz": [[0.955226, -1.758125, -0.960730], [0.773468, -1.309381, -2.415516], [1.357897, -0.590820, -0.056516], [0.155564, -0.078203, 0.601069], [-0.834556, 0.555956, -0.205169], [-1.886213, 1.106899, 0.772259], [-1.036810, 1.418774, 1.967567], [0.403810, 0.766406, 1.830679], [1.779931, -2.591000, -0.912863], [0.105027, -2.343204, -0.711707], [-0.159721, -0.776741, -2.725402], [0.931328, -2.044687, -3.217494], [1.390111, -0.433703, -2.630893], [1.787034, 0.189762, -0.732510], [1.963157, -0.933452, 0.764382], [-1.279192, -0.193339, -0.914565], [-0.435593, 1.327920, -0.908516], [-2.710000, 0.413777, 0.937167], [-2.497700, 1.925995, 0.322877], [-1.526450, 1.065612, 2.855214], [-0.829950, 2.490338, 2.010693], [1.093452, 1.563609, 1.582702], [0.500180, 0.227606, 2.747271]], "forces_ev_per_angstrom": [[2.2178, -1.7317, -1.7671], [-0.3878, 1.4000, -1.2601], [-1.5090, -1.3116, -0.0180], [2.7627, 2.7243, -0.2672], [-2.5616, -1.0875, -1.3238], [-0.5561, 0.1757, -1.6682], [0.9257, 1.2127, 0.6878], [-4.2722, -0.1214, -0.9471], [-1.1468, 1.8205, -0.1724], [-1.0265, -0.0785, 1.0340], [-0.1732, -1.0032, 0.8685], [0.1224, 0.0036, 0.6411], [0.9502, -0.3916, -0.0491], [-0.0792, -0.2713, 0.9781], [0.7929, 0.1840, -0.0291], [0.4729, 0.4465, 0.5538], [0.3911, -0.3562, 0.7514], [0.5114, -0.6444, 0.3642], [1.1185, -0.0317, 0.3862], [-0.0127, 0.1848, 0.5961], [-0.4755, -0.0201, 0.4209], [0.7416, -0.4324, 0.0135], [1.1935, -0.6706, 0.2066]], "mulliken_spin": [0.0229, 0.0064, 0.0233, 0.7508, 0.0309, -0.0054, 0.0074, 0.0058, 0.0012, -0.0010, 0.0024, 0.0014, 0.0008, 0.0297, -0.0007, 0.0247, 0.0593, 0.0011, -0.0020, 0.0006, -0.0004, 0.0266, 0.0142], "gap_ha": [0.46476, 0.29185], "multiplicity": 2, "homo_energy_ev": [-15.3, -15.3], "de_lowest_kcal_mol": 46.6, "s2": 0.754, "total_charge": 1, "e_tot_ev": -8983.180}



Record 5
{"formula": "C7H15N2", "method": "ωB97M-V with the def2-TZVPD basis set", "elements": ["C", "C", "N", "C", "C", "C", "N", "C", "C", "H", "H", "H", "H", "H", "H", "H", "H", "H", "H", "H", "H", "H", "H", "H"], "xyz": [[-0.609950, -0.278732, -3.537185], [-0.143307, 0.485298, -2.594505], [0.752083, 0.061535, -1.650072], [1.139629, -1.386659, -1.487321], [0.914448, 0.906710, -0.448985], [-0.408505, 1.364019, 0.468463], [-0.764473, 0.351570, 1.407972], [-0.370535, 0.370645, 2.647798], [-0.561635, -0.694876, 3.668616], [-1.238806, 0.242207, -4.187451], [-0.283048, -1.206568, -3.836676], [-0.713048, 1.311264, -2.302852], [0.265968, -1.945737, -1.387317], [1.653549, -1.852242, -2.384714], [1.722523, -1.526557, -0.468991], [1.435375, 1.731247, -0.767379], [1.651121, 0.331654, 0.127178], [-0.009629, 2.247020, 1.054447], [-1.232894, 1.665729, -0.172138], [-1.205919, -0.515041, 1.033394], [0.001176, 1.263982, 2.998161], [-0.234585, -0.478982, 4.775948], [-0.088022, -1.616886, 3.227910], [-1.671517, -0.830605, 3.815698]], "forces_ev_per_angstrom": [[-0.5937, 1.0770, -1.1683], [0.4178, -1.7961, 1.7114], [1.2324, -0.4632, 2.4503], [1.5598, 1.2003, 0.5455], [-1.4063, -2.8383, 0.0609], [3.0509, 1.2313, -1.1956], [0.1476, -1.7744, 1.4168], [-1.7116, -1.3484, -0.4343], [-0.5292, -0.7454, 0.9798], [-1.3272, 0.2420, -1.0397], [0.8748, -1.9199, -0.3899], [-0.2140, 1.8546, -0.0710], [-1.7879, -1.1621, 0.2218], [-0.1161, 1.0074, 1.1573], [-0.7860, 0.3331, -2.4416], [0.6815, 2.6632, -0.4231], [-0.5114, 0.4515, 0.6085], [-0.7307, -0.8862, -0.6982], [-0.0937, -0.1661, 0.1493], [0.3924, 0.7702, 0.3917], [1.1554, 2.1070, 0.3285], [0.0214, -0.1084, -2.5821], [-0.6365, 0.5338, 0.9208], [0.9104, -0.2632, -0.4988]], "mulliken_charge": [-1.1333, 0.1517, 0.1024, -0.9566, -1.0093, -0.5699, -0.0675, 0.2526, -1.0363, 0.2839, 0.3392, 0.3206, 0.4423, 0.3178, 0.2506, 0.4062, 0.4912, 0.2680, 0.4551, 0.3270, 0.3715, 0.3343, 0.3146, 0.3439], "smiles": "C=CN(C)CC/[NH+]=C/C", "gap_ha": 0.22813, "multiplicity": 1, "homo_energy_ev": -11.1, "de_lowest_kcal_mol": 76.5, "total_charge": 1, "e_tot_ev": -10472.981}